# C3H12NO

A 2-piece molecular cluster, C3H12NO overall (ωB97M-V/def2-TZVPD, the Open Molecules 2025 dataset).

Each line ends with the Löwdin spin population.
Cartesian coordinates (Å):
C  0.013082  -0.965074  2.459826  0.17
O  1.118333  -0.412602  1.800456  0.66
H  -0.002161  -0.613318  3.533436  0.00
H  -0.956975  -0.587916  1.833917  0.10
H  0.035594  -2.003594  2.425149  0.06
H  1.549797  0.164586  2.473201  0.00
C  0.549811  0.161252  -2.380793  0.00
N  -0.158353  0.336537  -0.994253  0.00
C  -1.500279  0.917026  -1.055393  0.00
H  1.532517  -0.289122  -1.947650  0.00
H  -0.032886  -0.685236  -2.931693  0.00
H  0.610038  1.024907  -3.025923  0.00
H  0.592613  0.777720  -0.392887  0.00
H  -0.153946  -0.496245  -0.479841  0.00
H  -1.638259  1.357803  -0.027349  0.00
H  -2.245815  0.100444  -1.134831  0.00
H  -1.504387  1.515798  -1.911250  0.00

Cartesian forces, eV/Å:
-0.5 3.9 1.3
-1.0 -0.5 0.7
-0.4 -0.4 -1.2
1.5 -0.9 1.0
-0.2 -2.7 -0.8
0.6 0.3 -0.2
0.3 -4.3 1.5
2.8 1.5 -1.2
-0.7 -1.0 3.0
-1.2 1.0 -1.9
1.1 1.6 1.0
0.1 0.6 0.6
-1.4 1.0 -1.1
-0.5 -2.4 -0.1
-0.4 0.4 -1.5
0.5 0.4 -0.3
-0.5 1.5 -0.8

Calculated values
⟨S²⟩	0.755
energy above the lowest of the compared OMol25 structures with the same formula, charge and spin	40.5	kcal/mol
2S+1	2
calculated total energy	-250.64212	a.u.
total charge	+2